Record 1
C25H33O2Ru as an isolated structure at a distorted geometry. Source: the Open Molecules 2025 dataset; level of theory: ωB97M-V with the def2-TZVPD basis set.

ORCA input file:
```
! RIJCOSX wB97M-V def2-TZVPD def2/J DEFGRID3
* xyz 1 5
O -3.173 -1.217 -2.451
C -3.946 -2.362 -2.030
C -4.823 -2.441 -3.268
H -4.440 -2.079 -1.095
H -3.333 -3.260 -1.926
C -3.956 -1.224 -3.686
H -5.872 -2.180 -3.102
H -4.703 -3.309 -3.924
C -4.840 0.004 -3.816
H -5.335 0.189 -2.853
H -5.591 -0.161 -4.610
H -4.240 0.891 -4.046
C -3.091 -1.531 -4.894
H -2.469 -2.412 -4.680
H -2.463 -0.665 -5.138
H -3.725 -1.769 -5.761
Ru 2.669 1.018 0.805
C 4.578 0.219 0.050
C 4.395 -0.430 1.316
C 3.180 -1.189 1.259
H 5.078 -0.376 2.163
C 2.623 -1.041 -0.050
C 3.468 -0.150 -0.802
H 3.342 0.117 -1.850
H 5.420 0.852 -0.227
H 2.741 -1.760 2.073
H 1.733 -1.530 -0.418
C 2.879 3.263 1.085
C 2.948 2.756 -0.279
C 1.592 2.384 -0.653
H 3.817 2.804 -0.932
C 0.717 2.720 0.441
C 1.498 3.256 1.488
H 1.118 3.629 2.439
H 3.719 3.695 1.630
H 1.283 2.034 -1.635
H -0.368 2.601 0.433
O -2.216 0.251 0.061
C -1.230 -0.045 -0.994
C -0.820 -1.522 -0.927
H -0.350 0.593 -0.770
H -1.614 0.267 -1.981
C -1.677 -2.107 0.250
H 0.232 -1.520 -0.592
H -0.884 -2.068 -1.883
C -1.988 -0.801 1.048
H -1.146 -2.913 0.769
H -2.627 -2.537 -0.129
H -1.090 -0.534 1.658
H -2.875 -0.936 1.708
C 2.207 1.144 5.778
C 3.366 1.677 5.203
C 3.521 1.728 3.806
C 2.532 1.150 3.027
C 1.396 0.585 3.575
C 1.229 0.566 4.968
H 2.056 1.175 6.857
H 4.161 2.062 5.842
H 4.402 2.193 3.352
H 0.642 0.154 2.916
H 0.346 0.091 5.400
*
```

Energy   -33122.614 eV
HOMO energy (alpha / beta)   -9.3479 / -11.3907 eV
Orbital gap (alpha / beta)   6.4 / 4.3 eV
⟨S²⟩   6.039

Löwdin population analysis, charges in e, atoms 1 to 6: number 1, O, carries -0.127; number 2, C, carries -0.184; number 3, C, carries -0.068; number 4, H, carries 0.126; number 5, H, carries 0.117; number 6, C, carries -0.569

---

Record 2
CHBr4Zr as an isolated structure at a distorted geometry. Source: the Open Molecules 2025 dataset; level of theory: ωB97M-V with the def2-TZVPD basis set.

ORCA input file:
```
! RIJCOSX wB97M-V def2-TZVPD def2/J DEFGRID3
* xyz 3 1
Zr 2.304 -1.696 -1.923
Br 1.634 -0.010 -1.105
C -0.701 0.239 0.541
Br -1.667 -0.682 2.024
Br -0.206 1.855 1.344
Br -1.587 0.619 -1.287
H 0.222 -0.324 0.407
*
```

Energy   -282458.953 eV
HOMO energy   -20.5359 eV
Orbital gap   2.9 eV

Löwdin population analysis, charges in e, atoms 1 to 6: number 1, Zr, carries 1.593; number 2, Br, carries 0.725; number 3, C, carries -1.607; number 4, Br, carries 0.896; number 5, Br, carries 0.918; number 6, Br, carries 0.667

---

Record 3
C7H15N2PbS as an isolated structure at a distorted geometry. Source: the Open Molecules 2025 dataset; level of theory: ωB97M-V with the def2-TZVPD basis set.

ORCA input file:
```
! RIJCOSX wB97M-V def2-TZVPD def2/J DEFGRID3
* xyz 1 1
C 2.048 1.183 -1.162
Pb -0.357 -2.102 -1.592
N -2.630 -3.229 -1.320
N -0.466 -0.821 -4.078
H -3.355 -2.527 -1.107
H 3.006 0.608 -1.275
H 1.773 1.288 -0.093
H 1.210 0.521 -1.635
H 2.139 2.193 -1.701
H -1.414 -0.547 -4.346
H -0.148 -1.426 -4.828
H 0.105 0.041 -4.117
H -2.956 -3.691 -2.180
H -2.665 -3.949 -0.591
S -0.783 -1.401 1.039
C -0.188 -0.121 2.009
C 1.132 -0.083 2.503
C 1.662 1.112 2.990
C 0.855 2.263 3.024
C -0.513 2.197 2.673
C -1.031 0.997 2.206
H 1.750 -0.951 2.414
H 2.704 1.169 3.303
H 1.313 3.246 3.232
H -1.141 3.079 2.761
H -2.051 0.952 1.871
*
```

Energy   -26559.413 eV
HOMO energy   -10.6883 eV
Orbital gap   6.1 eV

Löwdin population analysis, charges in e, atoms 1 to 6: number 1, C, carries -0.048; number 2, Pb, carries 1.095; number 3, N, carries -0.076; number 4, N, carries -0.069; number 5, H, carries 0.064; number 6, H, carries 0.032

---

Record 4
A 2-piece molecular cluster, C23H14Cl3N2O5 overall at a distorted geometry. Source: the Open Molecules 2025 dataset; level of theory: ωB97M-V with the def2-TZVPD basis set.

ORCA input file:
```
! RIJCOSX wB97M-V def2-TZVPD def2/J DEFGRID3
* xyz -1 1
C -0.103 1.996 0.733
C 0.786 1.180 1.665
C 2.094 0.945 1.218
C 3.010 0.213 1.956
C 2.666 -0.214 3.258
N 3.570 -1.035 4.019
O 3.178 -1.500 5.115
O 4.678 -1.312 3.500
C 1.356 0.024 3.739
C 0.459 0.759 2.970
C -1.486 2.364 1.239
C -2.333 1.395 1.809
C -3.594 1.712 2.287
C -4.020 3.056 2.317
N -5.317 3.407 2.837
O -5.674 4.611 2.791
O -6.054 2.479 3.257
C -3.179 4.045 1.761
C -1.926 3.701 1.264
H 0.432 2.881 0.395
H 2.407 1.378 0.275
H 4.005 0.024 1.554
H 1.075 -0.300 4.748
H -0.483 1.079 3.430
H -1.968 0.378 1.930
H -4.248 0.940 2.690
H -3.506 5.083 1.775
H -1.256 4.488 0.934
Cl -0.347 1.204 -0.860
C -0.793 -0.707 -4.038
Cl -1.524 0.727 -4.650
C 0.695 -0.675 -4.184
O 1.322 0.271 -4.658
C 1.325 -1.942 -3.777
C 0.557 -3.033 -3.252
C 1.184 -4.257 -2.969
C 2.540 -4.393 -3.189
C 3.296 -3.328 -3.743
C 2.684 -2.115 -4.035
C -0.836 -2.906 -3.048
Cl -1.835 -4.254 -2.712
C -1.469 -1.670 -3.329
H 0.560 -5.066 -2.592
H 3.010 -5.352 -2.959
H 4.356 -3.449 -3.912
H 3.247 -1.272 -4.441
H -2.543 -1.560 -3.117
*
```

Energy   -74859.418 eV
HOMO energy   -3.1195 eV
Orbital gap   3.5 eV

Löwdin population analysis, charges in e, atoms 1 to 6: number 1, C, carries -0.574; number 2, C, carries -0.202; number 3, C, carries -0.030; number 4, C, carries 0.027; number 5, C, carries -0.145; number 6, N, carries -0.316

---

Record 5
One molecule with the formula C9H14O3 at a distorted geometry. Source: the Open Molecules 2025 dataset; level of theory: ωB97M-V with the def2-TZVPD basis set.

ORCA input file:
```
! RIJCOSX wB97M-V def2-TZVPD def2/J DEFGRID3
* xyz 0 1
C -0.907 0.160 -1.686
C 0.299 -0.287 -1.272
C -1.710 1.549 0.109
C -2.005 0.474 -0.892
C 0.556 -0.424 0.201
C -0.680 -0.238 0.997
C 1.598 -0.617 -2.065
C 1.522 0.551 0.940
C -0.858 -1.075 2.210
O -1.064 1.131 1.247
O -3.212 0.618 -1.464
O 1.176 -1.671 0.445
H -0.965 -0.020 -2.738
H -1.178 2.321 -0.454
H -2.575 2.125 0.580
H 2.330 -0.899 -1.388
H 1.972 0.365 -2.399
H 1.413 -1.317 -2.911
H 2.496 0.073 0.854
H 1.325 0.740 2.022
H 1.554 1.553 0.534
H 0.226 -1.280 2.579
H -1.149 -2.138 1.980
H -1.620 -0.665 2.853
H -3.286 0.016 -2.207
H 0.740 -2.310 -0.006
*
```

Energy   -15697.372 eV
HOMO energy (alpha / beta)   -7.1405 / -6.9888 eV
Orbital gap (alpha / beta)   7.4 / 7.7 eV

Löwdin population analysis, charges in e, atoms 1 to 6: number 1, C, carries -0.030; number 2, C, carries -0.161; number 3, C, carries -0.185; number 4, C, carries -0.297; number 5, C, carries -0.490; number 6, C, carries -0.224

---

Record 6
C37H46BrINSiTm as an isolated structure at a distorted geometry. Source: the Open Molecules 2025 dataset; level of theory: ωB97M-V with the def2-TZVPD basis set.

ORCA input file:
```
! RIJCOSX wB97M-V def2-TZVPD def2/J DEFGRID3
* xyz 2 3
Tm 0.897 -0.759 -0.130
C -0.414 -3.479 -2.848
C 0.870 -2.937 -2.271
C 1.714 -2.143 -3.067
C 1.523 -2.102 -4.561
C 2.818 -1.492 -2.479
C 3.649 -0.537 -3.293
C 3.207 -1.830 -1.166
C 4.490 -1.288 -0.578
C 2.524 -2.867 -0.472
C 3.214 -3.529 0.695
C 1.302 -3.361 -0.988
C 0.602 -4.523 -0.320
H -0.292 -4.520 -3.156
H -0.731 -2.909 -3.717
H -1.225 -3.443 -2.122
H 0.968 -1.232 -4.919
H 1.000 -2.990 -4.905
H 2.496 -2.091 -5.049
H 4.591 -1.004 -3.590
H 3.899 0.358 -2.723
H 3.131 -0.221 -4.193
H 4.407 -1.114 0.494
H 4.802 -0.361 -1.047
H 5.290 -2.018 -0.724
H 4.081 -4.074 0.312
H 2.584 -4.248 1.207
H 3.585 -2.819 1.432
H 0.611 -4.466 0.765
H 1.120 -5.446 -0.594
H -0.430 -4.624 -0.642
C 1.059 1.130 1.261
Si -0.557 2.023 0.840
C -0.413 2.084 -1.094
N -0.375 0.739 -1.767
C 0.253 0.900 -3.106
C -0.528 1.813 -4.052
C -2.024 1.446 -4.077
C -2.248 0.108 -3.380
C -1.765 0.168 -1.934
C -2.096 0.958 1.189
C -3.342 1.552 1.409
C -4.473 0.787 1.660
C -4.388 -0.597 1.712
C -3.170 -1.216 1.471
C -2.059 -0.436 1.201
C -0.791 3.761 1.478
C -0.155 4.816 0.816
C -0.267 6.118 1.275
C -1.019 6.387 2.410
C -1.643 5.351 3.091
C -1.525 4.048 2.632
H 1.144 0.936 2.336
H 1.872 1.825 1.014
H 0.538 2.576 -1.320
H -1.197 2.712 -1.529
H 0.342 -0.087 -3.553
H 1.261 1.298 -2.967
H -0.086 1.705 -5.044
H -0.393 2.856 -3.766
H -2.390 1.391 -5.101
H -2.616 2.212 -3.571
H -1.740 -0.691 -3.927
H -3.307 -0.151 -3.367
H -1.808 -0.842 -1.506
H -2.454 0.784 -1.362
H -3.428 2.631 1.377
H -5.424 1.277 1.824
H -5.264 -1.195 1.926
H -3.087 -2.296 1.496
H -1.122 -0.950 0.963
H 0.437 4.619 -0.073
H 0.233 6.923 0.755
H -1.115 7.404 2.767
H -2.221 5.561 3.981
H -1.998 3.248 3.190
Br 2.931 -0.530 4.555
C 1.155 -0.590 5.204
C 0.841 0.087 6.372
C -0.463 0.087 6.843
C -1.465 -0.570 6.145
C -1.164 -1.255 4.978
C 0.144 -1.269 4.529
I 0.597 -2.449 2.825
H 1.619 0.611 6.909
H -0.699 0.605 7.763
H -2.482 -0.561 6.510
H -1.941 -1.775 4.434
*
```

Energy   -156143.861 eV
HOMO energy (alpha / beta)   -13.3794 / -13.3759 eV
Orbital gap (alpha / beta)   7.1 / 7.2 eV
⟨S²⟩   2.002

Löwdin population analysis, charges in e, atoms 1 to 6: number 1, Tm, carries 1.440; number 2, C, carries -0.017; number 3, C, carries -0.197; number 4, C, carries -0.178; number 5, C, carries -0.005; number 6, C, carries -0.189

---

Record 7
A 3-piece molecular cluster, C6H10NO3 overall at a distorted geometry. Source: the Open Molecules 2025 dataset; level of theory: ωB97M-V with the def2-TZVPD basis set.

ORCA input file:
```
! RIJCOSX wB97M-V def2-TZVPD def2/J DEFGRID3
* xyz 1 3
C -2.203 1.056 0.180
C -2.258 -0.313 0.034
C -1.119 -1.076 -0.045
C -3.318 -1.301 -0.260
C 4.092 0.000 0.202
C 2.958 0.667 -0.375
N 1.307 -0.383 0.063
O -0.580 -2.091 0.043
O -3.193 1.855 0.372
O 0.352 0.286 -0.203
H -1.161 1.534 0.288
H -2.915 -2.028 -0.901
H -3.586 -1.851 0.692
H -4.225 -0.794 -0.575
H 3.905 -1.033 0.419
H 5.006 0.179 -0.282
H 4.366 0.388 1.191
H 3.100 0.583 -1.451
H 2.475 1.502 -0.010
H -3.004 2.819 0.619
*
```

Energy   -14003.163 eV
HOMO energy (alpha / beta)   -12.3551 / -14.0228 eV
Orbital gap (alpha / beta)   8.2 / 8.3 eV
⟨S²⟩   2.006

Löwdin population analysis, charges in e, atoms 1 to 6: number 1, C, carries -0.077; number 2, C, carries -0.194; number 3, C, carries -0.151; number 4, C, carries 0.003; number 5, C, carries -0.114; number 6, C, carries 0.028